No. 1
Formula: C5H12S
Source: OMol25
Level of theory: the ωB97M-V functional and the def2-TZVPD basis

Atoms and positions in Å:
1 C -0.5085 1.0768 3.0253
2 C 0.1043 -0.0003 3.4972
3 C -0.2973 -1.4394 3.2698
4 H 0.0717 1.9796 2.8786
5 H -1.4737 1.0152 2.5345
6 H 1.0646 0.1387 3.9878
7 H 0.5379 -2.1186 3.1644
8 H -1.0599 -1.8783 3.9161
9 H -0.7968 -1.4416 2.2915
10 C -0.6120 0.9789 -3.6365
11 C 0.0222 0.9244 -2.2747
12 S 0.5956 -0.7377 -1.6127
13 H -1.5306 0.3881 -3.7206
14 H -0.0110 0.5734 -4.4507
15 H -0.8896 2.0083 -3.8625
16 H 0.9456 1.4967 -2.2750
17 H -0.5945 1.2664 -1.4500
18 H 1.7068 -0.1778 -1.1083

Properties
* E: -16213.4681 eV
* energy above the lowest of the compared OMol25 structures with the same formula, charge and spin: 126.2 kJ/mol
* HOMO: -9.0103 eV
* Kohn-Sham gap: 9.89 eV
* largest force on an atom: 1.614 eV/A
* spin multiplicity: 1

Atomic partial charges in e from the Mulliken method, atoms 1 to 5: atom 1 (C): -0.71, atom 2 (C): 0.02, atom 3 (C): -0.94, atom 4 (H): 0.25, atom 5 (H): 0.27

***

No. 2
Formula: C7H17ClN6
Source: OMol25
Level of theory: the ωB97M-V functional and the def2-TZVPD basis

Atoms and positions in Å:
1 C -4.1054 0.7190 -0.7398
2 C -4.1195 -0.6289 -0.1477
3 C -1.7700 0.5495 -0.6058
4 C 0.7231 0.4067 1.9538
5 C 5.0864 -0.2468 -0.7647
6 C 1.7417 -0.4688 0.0009
7 C 3.0684 -0.9077 0.4917
8 N -2.9463 -1.3958 -0.3715
9 N -1.8184 -0.7055 -0.4463
10 N -2.8926 1.3301 -0.7318
11 N -5.2798 1.2673 -1.0151
12 N 1.3479 0.6209 0.8798
13 N 4.0391 0.1775 0.2046
14 Cl -4.1481 -0.3631 1.8445
15 H -5.0465 -1.1682 -0.2866
16 H -0.8655 1.0585 -0.5582
17 H 0.2672 -0.5672 2.1920
18 H -2.8574 -2.4441 -0.2170
19 H 0.6731 1.2706 2.7055
20 H 4.6364 -0.8237 -1.5513
21 H 5.5830 0.7139 -1.1966
22 H 5.6588 -1.0165 -0.2649
23 H 1.8739 0.1608 -0.9776
24 H 0.9897 -1.2501 0.0379
25 H 3.4119 -1.8951 0.3337
26 H 2.9682 -0.8058 1.6750
27 H -2.7419 2.3131 -0.7137
28 H -6.0877 0.7161 -1.1457
29 H -5.3432 2.1166 -1.4730
30 H 4.4919 0.4294 1.0625
31 H 3.4615 0.8373 -0.1746

Properties
* E: -28979.4141 eV
* energy above the lowest of the compared OMol25 structures with the same formula, charge and spin: 0.0 kJ/mol
* HOMO: -15.4230 eV
* Kohn-Sham gap: 8.28 eV
* largest force on an atom: 4.862 eV/A
* spin multiplicity: 1
* total charge: +2

Atomic partial charges in e from the Mulliken method, atoms 1 to 5: atom 1 (C): 0.57, atom 2 (C): -0.47, atom 3 (C): -0.30, atom 4 (C): -0.35, atom 5 (C): -0.92

***

No. 3
Formula: C3H11O
Source: OMol25
Level of theory: the ωB97M-V functional and the def2-TZVPD basis

Atoms and positions in Å:
1 O 2.7586 -0.2626 -0.7728
2 H 3.4753 0.0497 -0.1865
3 H 3.1387 -0.4504 -1.6477
4 H 1.8463 0.0173 -0.4456
5 C 0.1427 0.5832 0.3361
6 C -1.3393 0.4604 0.6749
7 C -1.9741 -0.7190 -0.0475
8 H 0.7208 1.1661 1.0628
9 H 0.5652 -0.4330 0.3317
10 H 0.3437 0.9875 -0.6654
11 H -1.4111 0.3161 1.7566
12 H -1.8301 1.3869 0.3771
13 H -3.0246 -0.8522 0.2150
14 H -1.4750 -1.6766 0.1395
15 H -1.9370 -0.5736 -1.1283

Properties
* E: -5328.2388 eV
* energy above the lowest of the compared OMol25 structures with the same formula, charge and spin: 18.8 kJ/mol
* HOMO: -15.3452 eV
* Kohn-Sham gap: 10.55 eV
* largest force on an atom: 1.930 eV/A
* spin multiplicity: 1
* total charge: +1

Atomic partial charges in e from the Mulliken method, atoms 1 to 5: atom 1 (O): -0.36, atom 2 (H): 0.42, atom 3 (H): 0.42, atom 4 (H): 0.49, atom 5 (C): -1.20

***

No. 4
Formula: C6H8N2O2
Source: OMol25
Level of theory: the ωB97M-V functional and the def2-TZVPD basis

Atoms and positions in Å:
1 C -0.1729 0.7602 1.8292
2 C -0.5496 0.0809 0.7645
3 C -1.4107 -1.1105 0.7850
4 C 0.1126 -0.1747 -0.6054
5 C 0.7335 -1.2694 -1.1155
6 N -0.5762 0.2584 -1.6082
7 O -0.0582 0.3672 -2.6780
8 O -1.7227 0.7134 -1.3299
9 H 0.6549 1.5937 1.7927
10 H -0.6657 0.8326 2.7746
11 H -2.0978 -1.1151 1.5568
12 H -1.0005 -2.1611 0.6408
13 H -2.1865 -1.0917 0.0313
14 H 0.8919 -1.9313 -1.9803
15 H 1.0427 -1.9877 -0.3698
16 C 2.3480 2.0306 -0.1574
17 N 3.1158 2.5245 0.4951
18 H 1.5413 1.6800 -0.8256

Properties
* E: -13418.4691 eV
* energy above the lowest of the compared OMol25 structures with the same formula, charge and spin: 859.1 kJ/mol
* HOMO: -10.4524 eV
* Kohn-Sham gap: 9.36 eV
* largest force on an atom: 9.555 eV/A
* spin multiplicity: 1

Atomic partial charges in e from the Mulliken method, atoms 1 to 5: atom 1 (C): -0.88, atom 2 (C): 0.84, atom 3 (C): -1.32, atom 4 (C): -0.06, atom 5 (C): -0.67

***

No. 5
Formula: C3H7N4O2
Source: OMol25
Level of theory: the ωB97M-V functional and the def2-TZVPD basis

Atoms and positions in Å:
1 C 1.1349 -0.0080 1.1648
2 C 2.3605 -1.8296 0.0900
3 C -1.3909 -0.1763 -1.5570
4 N 0.3677 1.0002 1.0369
5 N 1.9154 -0.7076 0.5400
6 N -2.1753 -0.3029 -0.3033
7 N 0.1229 2.1346 1.6135
8 O -1.0659 2.4942 1.5378
9 O 1.0381 2.8410 2.0518
10 H 1.6621 -2.3347 -0.5378
11 H 3.4077 -2.1174 -0.0545
12 H -2.0496 0.4533 0.3132
13 H -0.8055 -0.9565 -1.8378
14 H -2.0320 -0.0610 -2.4086
15 H -0.7247 0.6693 -1.7826
16 H -1.7655 -1.0987 0.1334

Properties
* E: -13274.3564 eV
* energy above the lowest of the compared OMol25 structures with the same formula, charge and spin: 263.4 kJ/mol
* HOMO (spin up / spin down): -2.7058 / -2.7068 eV
* Kohn-Sham gap (spin up / spin down): 6.57 / 6.57 eV
* largest force on an atom: 3.404 eV/A
* spin multiplicity: 1
* total charge: -1

Atomic partial charges in e from the Mulliken method, atoms 1 to 5: atom 1 (C): 0.20, atom 2 (C): -0.48, atom 3 (C): -0.92, atom 4 (N): -0.33, atom 5 (N): -0.27

***

No. 6
Formula: C3H7N3O2
Source: OMol25
Level of theory: the ωB97M-V functional and the def2-TZVPD basis

Atoms and positions in Å:
1 H -0.6903 2.4745 -0.2072
2 N -1.4633 1.8458 -0.0754
3 C -1.0551 0.6614 0.0412
4 C -2.0477 -0.4038 0.4035
5 O -1.7407 -1.6917 -0.2438
6 N 0.2129 0.0357 -0.1183
7 C 1.3462 0.7914 -0.0764
8 N 2.5604 0.3971 -0.0213
9 O 2.3157 -1.0549 0.1217
10 H -3.1349 -0.0075 0.2742
11 H -1.8994 -0.6528 1.4753
12 H -2.2356 -1.5606 -1.2233
13 H 0.2269 -0.9968 -0.2169
14 H 1.2623 1.9179 -0.1298
15 H 3.2402 -1.4460 0.2985

Properties
* E: -11786.9276 eV
* energy above the lowest of the compared OMol25 structures with the same formula, charge and spin: 423.1 kJ/mol
* HOMO: -9.1810 eV
* Kohn-Sham gap: 9.76 eV
* largest force on an atom: 5.339 eV/A
* spin multiplicity: 1

Atomic partial charges in e from the Mulliken method, atoms 1 to 5: atom 1 (H): 0.25, atom 2 (N): -0.65, atom 3 (C): 0.59, atom 4 (C): -0.45, atom 5 (O): -0.60

***

No. 7
Formula: C5H9N
Source: OMol25
Level of theory: the ωB97M-V functional and the def2-TZVPD basis

Atoms and positions in Å:
1 C 0.6852 -0.3606 1.1454
2 N 0.2845 1.2484 0.9657
3 C -0.1314 1.4385 -0.5592
4 C 0.0079 -0.0325 -0.7799
5 C -0.4422 -1.4223 -1.1020
6 C -0.4547 -0.8465 0.2139
7 H 1.8977 -0.4282 0.6138
8 H 0.9954 -0.6888 2.3540
9 H -0.4954 1.2118 1.7941
10 H 0.6719 1.9397 -1.3188
11 H -1.2665 1.7563 -0.4878
12 H 1.1750 -0.2808 -0.8148
13 H 0.1983 -2.2006 -1.6632
14 H -1.6059 -1.7166 -1.4995
15 H -1.5508 -0.9903 0.7531

Properties
* E: -6812.4669 eV
* energy above the lowest of the compared OMol25 structures with the same formula, charge and spin: 822.8 kJ/mol
* HOMO: -8.5826 eV
* Kohn-Sham gap: 9.66 eV
* largest force on an atom: 8.189 eV/A
* spin multiplicity: 1

Atomic partial charges in e from the Mulliken method, atoms 1 to 5: atom 1 (C): -0.67, atom 2 (N): -0.55, atom 3 (C): -0.30, atom 4 (C): 0.29, atom 5 (C): -0.76

***

What is the formula in the first record?
C5H12S

***

Which of these has the highest energy above the lowest of the compared OMol25 structures with the same formula, charge and spin?
C6H8N2O2